No. 1
Here is an isolated molecule of C5H10 from the OMol25 dataset. Energies are from wB97M-V/def2-TZVPD.

Its structure (SMILES) is C/C=C/CC. The energy comes out at -196.4656 Ha. As for the LUMO energy: 0.047 Ha.

Geometry as ORCA input:
```
! RIJCOSX wB97M-V def2-TZVPD def2/J DEFGRID3
* xyz 0 1
C -2.64 -0.22 0.00
C -1.29 0.45 0.01
C -0.10 -0.21 0.22
C 1.18 0.61 0.11
C 2.43 -0.35 -0.09
H -3.46 0.50 -0.28
H -2.62 -0.97 -0.83
H -2.86 -0.80 0.86
H -1.14 1.51 -0.22
H 0.01 -1.29 0.31
H 1.35 1.27 0.98
H 1.10 1.23 -0.76
H 3.34 0.23 -0.30
H 2.50 -0.87 0.87
H 2.21 -1.09 -0.87
*
```

No. 2
Here is the ion C5H10BBrN2O3P with charge +1 from the OMol25 dataset. Energies are from wB97M-V/def2-TZVPD.

Its structure (SMILES) is CCOB(O)c1[nH]c(P(O)Br)c[nH+]1. The energy comes out at -3471.8474 Ha. As for the LUMO energy: -0.151 Ha.

Geometry as ORCA input:
```
! RIJCOSX wB97M-V def2-TZVPD def2/J DEFGRID3
* xyz 1 1
C -1.09 -2.10 -1.98
C -2.46 -1.50 -1.47
O -2.37 -0.12 -1.01
B -1.83 -0.12 0.27
O -2.65 -0.51 1.36
C -0.33 0.35 0.66
N 0.39 1.44 0.24
C 1.63 1.39 0.92
P 3.10 2.55 0.92
O 4.24 2.01 -0.19
Br 2.21 4.47 0.07
C 1.66 0.20 1.75
N 0.41 -0.42 1.54
H -0.76 -1.50 -2.87
H -1.29 -3.18 -2.25
H -0.28 -2.11 -1.21
H -3.16 -1.50 -2.36
H -2.93 -2.19 -0.71
H -2.27 -0.16 2.18
H 0.11 2.16 -0.42
H 5.10 2.27 0.20
H 2.50 -0.12 2.40
H 0.08 -1.30 1.95
*
```

No. 3
Here is the ion C5H10BrN2 with charge +1 from the OMol25 dataset. Energies are from wB97M-V/def2-TZVPD.

Its structure (SMILES) is C/[NH+]=C(\Br)N=C(C)C. The energy comes out at -2879.7548 Ha. As for the LUMO energy: -0.143 Ha.

Geometry as ORCA input:
```
! RIJCOSX wB97M-V def2-TZVPD def2/J DEFGRID3
* xyz 1 1
C 2.27 2.51 -0.01
N 1.13 1.65 -0.25
C 1.14 0.36 0.06
Br 2.76 -0.45 0.55
N 0.18 -0.41 -0.33
C -0.84 -1.10 0.03
C -1.36 -2.01 -1.01
C -1.43 -1.18 1.40
H 2.34 3.25 -0.77
H 3.06 1.87 -0.04
H 2.27 3.18 0.86
H 0.29 2.06 -0.47
H -2.22 -2.62 -0.82
H -1.61 -1.50 -1.89
H -0.54 -2.74 -1.40
H -1.07 -0.63 2.22
H -1.61 -2.20 1.63
H -2.42 -0.80 1.06
*
```

No. 4
Here is an isolated molecule of C5H10BrNO2 from the OMol25 dataset. Energies are from wB97M-V/def2-TZVPD.

Its structure (SMILES) is CC(C)[C@](C)(Br)[N+](=O)[O-]. The energy comes out at -2975.6126 Ha. As for the LUMO energy: 0.000 Ha.

Geometry as ORCA input:
```
! RIJCOSX wB97M-V def2-TZVPD def2/J DEFGRID3
* xyz 0 1
C -0.80 -1.70 0.42
C -0.87 -0.19 -0.09
C -0.62 0.08 -1.58
C 0.40 0.60 0.80
C 1.70 0.03 0.43
Br -0.04 0.48 2.66
N 0.12 1.93 0.34
O 0.92 2.43 -0.45
O -0.83 2.53 0.75
H -0.13 -2.20 -0.24
H -1.67 -2.14 -0.07
H -0.70 -1.76 1.45
H -1.83 0.17 0.47
H 0.24 0.73 -1.70
H -0.32 -0.92 -1.96
H -1.43 0.53 -2.10
H 1.63 -0.19 -0.60
H 2.52 0.65 0.72
H 1.71 -1.07 0.75
*
```

No. 5
Here is a cluster of 2 separate species, C5H10BrNO3 in total from the OMol25 dataset. Energies are from wB97M-V/def2-TZVPD.

Its structure (SMILES) is N[C@@H]1CC(=O)O[C@@H]1Br.CO. The energy comes out at -3050.9839 Ha. As for the LUMO energy: 0.018 Ha.

Geometry as ORCA input:
```
! RIJCOSX wB97M-V def2-TZVPD def2/J DEFGRID3
* xyz 0 1
N 1.19 -1.59 -0.89
C -0.12 -1.40 -0.28
C -1.23 -2.27 -0.82
C -2.45 -1.42 -0.55
O -3.54 -1.73 -0.51
O -2.07 -0.13 -0.34
C -0.70 0.02 -0.40
Br -0.33 0.69 -2.20
H 1.91 -1.40 -0.21
H 1.28 -2.56 -1.16
H -0.03 -1.68 0.76
H -1.11 -2.62 -1.83
H -1.35 -3.09 -0.13
H -0.26 0.61 0.39
C 1.20 3.33 1.46
O 1.82 2.30 0.70
H 0.20 3.48 1.06
H 1.11 3.03 2.51
H 1.76 4.26 1.39
H 2.71 2.16 1.06
*
```

No. 6
Here is a cluster of 2 separate species, C5H10BrNO6P in total from the OMol25 dataset. Energies are from wB97M-V/def2-TZVPD.

The energy comes out at -3617.8600 Ha. As for the LUMO energy: 0.057 Ha.

Geometry as ORCA input:
```
! RIJCOSX wB97M-V def2-TZVPD def2/J DEFGRID3
* xyz -1 1
C -0.34 2.82 1.51
C -0.83 1.31 1.94
P -1.05 0.09 0.49
C 0.29 0.26 -0.85
C -0.11 1.31 -2.07
O -0.80 -1.50 1.19
C 0.56 -1.66 1.73
O 0.84 -1.49 3.05
O 1.72 -2.06 0.88
Br 3.14 -2.58 1.92
H 0.85 2.90 1.38
H -0.58 3.53 2.43
H -0.91 3.28 0.60
H -1.88 1.41 2.49
H -0.08 0.93 2.78
H 0.38 -0.81 -1.37
H 1.39 0.46 -0.41
H 0.43 0.91 -3.07
H 0.35 2.36 -1.83
H -1.26 1.33 -2.31
N -0.52 -3.20 -2.62
O 0.12 -2.83 -3.61
O -0.72 -4.41 -2.41
O -0.97 -2.36 -1.82
*
```

No. 7
Here is a structure of composition C5H10CdF9N2O from the OMol25 dataset. Energies are from wB97M-V/def2-TZVPD.

The energy comes out at -1447.8328 Ha. As for the LUMO energy: 0.132 Ha.

Geometry as ORCA input:
```
! RIJCOSX wB97M-V def2-TZVPD def2/J DEFGRID3
* xyz -1 1
C -3.13 0.04 -1.66
Cd 0.78 0.97 0.72
N 2.68 0.39 1.84
N 1.04 -0.24 -1.25
H 2.63 -0.61 2.09
H -3.36 1.01 -2.09
H -3.75 -0.17 -0.79
H -2.09 0.07 -1.32
H -3.22 -0.75 -2.42
H 1.58 -1.09 -1.06
H 1.54 0.28 -1.98
H 0.13 -0.52 -1.63
H 3.50 0.54 1.25
H 2.77 0.93 2.70
F -0.89 2.57 2.35
C -1.91 1.65 2.53
F -2.68 2.11 3.55
F -2.66 1.68 1.40
C -1.33 0.22 2.80
O -0.68 -0.26 1.69
C -0.39 0.25 4.04
F -0.94 0.76 5.17
F 0.08 -0.99 4.34
F 0.73 1.03 3.77
C -2.52 -0.79 3.10
F -3.18 -0.54 4.28
F -3.44 -0.76 2.10
F -2.04 -2.06 3.16
*
```

No. 8
Here is a cluster of 2 separate species, C5H10Cl2O2 in total from the OMol25 dataset. Energies are from wB97M-V/def2-TZVPD.

The energy comes out at -1267.2812 Ha. As for the LUMO energy: 0.023 Ha.

Geometry as ORCA input:
```
! RIJCOSX wB97M-V def2-TZVPD def2/J DEFGRID3
* xyz 0 1
C 0.50 -1.19 -0.78
C 1.12 0.80 0.55
C -1.51 0.36 0.55
C -2.65 -0.18 -0.34
C 0.27 0.23 -0.53
O -1.26 -0.38 1.72
O 0.19 0.93 -1.66
Cl -3.95 1.08 -0.42
Cl -3.46 -1.69 0.29
H -0.29 -1.55 -1.27
H 1.46 -1.42 -1.25
H 0.74 -1.76 0.22
H 1.20 1.81 0.65
H 0.78 0.39 1.54
H 2.10 0.44 0.31
H -1.50 1.41 0.54
H -2.40 -0.61 -1.36
H -1.98 -1.02 1.75
H 0.15 1.87 -1.52
*
```

Respective HOMO energy values: -8.9; -12.7; -14.4; -10.3; -9.6; -4.4; -0.7; -8.1 eV.
Respective orbital gap values: 10.14; 8.63; 10.48; 10.34; 10.09; 5.98; 4.32; 8.70 eV.